1.
{
  "formula": "C20H25ClIrN2O",
  "method": "ωB97M-V/def2-TZVPD",
  "symbols": ["Ir", "Cl", "O", "N", "N", "C", "C", "C", "C", "C", "C", "C", "C", "C", "C", "C", "C", "C", "C", "C", "C", "C", "C", "C", "C", "H", "H", "H", "H", "H", "H", "H", "H", "H", "H", "H", "H", "H", "H", "H", "H", "H", "H", "H", "H", "H", "H", "H", "H", "H"],
  "xyz": [[-0.634, -0.928, -0.382], [-0.540, -0.534, -2.655], [3.878, 0.592, 4.746], [3.246, 1.658, 6.662], [-0.010, 0.567, 3.243], [-0.508, -1.244, -6.111], [0.581, 2.004, 5.561], [-1.957, 0.557, 0.581], [0.893, -2.325, -0.926], [1.108, 0.642, -5.584], [-2.332, 0.242, -0.767], [0.877, -1.606, 1.259], [1.354, -0.520, 0.484], [1.232, 0.552, 3.748], [2.998, 1.107, 5.428], [-0.943, 1.300, 3.837], [1.581, 1.225, 4.928], [-2.619, -1.664, 0.526], [-0.691, 2.032, 5.018], [0.597, -2.714, 0.412], [-2.146, -0.610, 1.356], [-1.403, 1.100, -5.704], [-2.713, -1.162, -0.803], [1.404, -0.965, -0.884], [-0.268, 0.173, -5.821], [0.784, -1.583, 2.336], [0.668, -2.908, -1.816], [-1.231, 1.948, -5.030], [1.980, -0.035, 3.202], [1.182, 1.500, -4.901], [-2.293, 0.944, -1.595], [-2.321, 0.620, -5.350], [-1.509, 2.595, 5.450], [-2.815, -2.687, 0.845], [0.238, -1.918, -5.683], [0.808, 2.559, 6.471], [-1.630, 1.529, 0.943], [-1.467, -1.615, -5.743], [-1.927, 1.319, 3.372], [-1.597, 1.495, -6.709], [1.747, -0.356, -1.717], [1.763, -0.135, -5.168], [0.175, -3.663, 0.731], [-2.934, -1.755, -1.689], [2.513, 1.847, 7.330], [-0.491, -1.359, -7.207], [1.679, 0.444, 0.859], [-1.975, -0.670, 2.429], [4.153, 1.470, 7.049], [1.513, 0.939, -6.559]],
  "mulliken_charge": [0.8983, -0.3114, -0.1666, -0.3124, -0.0154, -1.1598, -0.3905, 0.0430, -0.2464, -1.1448, -0.8985, 0.0225, 0.0881, -0.0586, 0.7201, -0.0329, 0.1672, -0.9572, -1.2109, -0.9767, 0.0517, -1.1574, -0.2770, -0.9535, 0.6898, 0.3164, 0.4555, 0.2850, 0.4787, 0.2823, 0.6205, 0.2746, 0.4370, 0.4388, 0.2822, 0.3663, 0.3896, 0.2856, 0.4552, 0.3675, 0.6427, 0.2676, 0.4382, 0.4707, 0.2256, 0.3653, 0.4415, 0.3447, 0.2907, 0.3671],
  "charge": 2,
  "s_squared": 8.78,
  "e_homo_ev": [-9.938, -15.081],
  "e_tot_ev": -41510.302,
  "de_lowest_ev": 0.628,
  "multiplicity": 6
}

***

2.
{
  "formula": "C12H20Si",
  "method": "ωB97M-V/def2-TZVPD",
  "symbols": ["Si", "C", "C", "C", "C", "C", "C", "C", "C", "C", "C", "C", "C", "H", "H", "H", "H", "H", "H", "H", "H", "H", "H", "H", "H", "H", "H", "H", "H", "H", "H", "H", "H"],
  "xyz": [[-0.020, -0.032, -0.218], [-2.131, 0.104, -2.129], [1.431, -1.197, 0.204], [0.865, 1.488, -0.538], [-1.288, 0.273, 1.514], [1.718, 2.111, 0.478], [-1.550, 1.513, 1.843], [-0.995, -0.760, -1.706], [-1.880, -0.959, 2.138], [-0.752, -2.003, -2.059], [2.356, -1.567, -0.705], [1.697, -1.410, 1.614], [0.779, 2.137, -1.730], [-1.449, -2.703, -2.610], [-1.135, -1.612, 2.557], [-2.216, 1.729, 2.666], [2.302, -1.201, -1.781], [0.331, 1.874, -2.674], [-1.225, 2.554, 1.572], [0.066, -2.604, -1.705], [1.397, 2.126, 1.544], [-2.578, -0.866, 3.031], [2.625, -1.919, 1.857], [-2.003, 1.207, -2.405], [-2.489, -1.304, 1.336], [3.274, -2.090, -0.357], [1.388, 3.095, -2.031], [1.590, -0.436, 2.043], [1.835, 3.089, 0.185], [2.714, 1.654, 0.544], [-2.957, -0.075, -1.470], [-2.510, -0.211, -3.150], [0.809, -2.005, 2.142]],
  "mulliken_charge": [0.7207, -1.3485, 0.6810, 1.1345, 0.6560, -1.7561, -1.1361, 0.6590, -1.0999, -0.9653, -1.0259, -1.1839, -1.1658, 0.2361, 0.2255, 0.3150, 0.2395, 0.2936, 0.2351, 0.2803, 0.2861, 0.3797, 0.4960, 0.2426, 0.2721, 0.2744, 0.1858, 0.2307, 0.6316, 0.2953, 0.2889, 0.4081, 0.0139],
  "charge": 0,
  "e_homo_ev": -9.055,
  "smiles": "C=C(C)[Si](C(=C)C)(C(=C)C)C(=C)C",
  "e_tot_ev": -20641.733,
  "de_lowest_ev": 4.708,
  "multiplicity": 1
}

***

3.
{
  "formula": "CNa5O3",
  "method": "ωB97M-V/def2-TZVPD",
  "symbols": ["Na", "Na", "Na", "Na", "Na", "O", "O", "O", "C"],
  "xyz": [[2.857, 1.753, 0.258], [-1.981, 1.688, 0.275], [0.382, -1.353, 3.057], [-0.962, -2.923, -1.363], [-1.350, -0.156, -2.572], [0.222, 1.479, -0.114], [-0.824, -0.396, 0.087], [1.343, -0.315, 0.426], [0.314, 0.224, -0.054]],
  "mulliken_charge": [0.9229, 0.9950, 0.9580, 0.9629, 0.9709, -0.6215, -0.8003, -0.5171, 1.1293],
  "charge": 4,
  "s_squared": 0.76,
  "e_homo_ev": [-27.087, -26.654],
  "e_tot_ev": -29221.236,
  "multiplicity": 2
}

***

4.
{
  "formula": "C20H23BrN5OPt",
  "method": "ωB97M-V/def2-TZVPD",
  "symbols": ["Pt", "Br", "O", "N", "N", "N", "N", "N", "C", "C", "C", "C", "C", "C", "C", "C", "C", "C", "C", "C", "C", "C", "C", "C", "C", "C", "C", "C", "H", "H", "H", "H", "H", "H", "H", "H", "H", "H", "H", "H", "H", "H", "H", "H", "H", "H", "H", "H", "H", "H", "H"],
  "xyz": [[-0.286, 0.671, -0.421], [7.030, -2.173, -0.163], [1.893, 0.482, -1.374], [0.348, 2.767, -0.941], [0.990, -0.436, 1.230], [-1.338, -1.619, 0.654], [-2.395, 1.401, -0.068], [-1.034, 0.821, -2.491], [-0.415, -0.762, 4.616], [-1.080, -1.404, 1.947], [-2.513, 0.742, -2.466], [2.970, -0.085, -1.083], [4.071, -0.051, -2.021], [-0.336, 3.199, -2.185], [0.416, -0.334, 3.604], [2.177, -0.940, 1.192], [5.256, -0.655, -1.755], [4.391, -1.407, 0.410], [3.180, -0.791, 0.172], [5.442, -1.347, -0.531], [-1.549, -1.542, 4.327], [-2.997, -2.680, 2.654], [-1.887, -1.880, 2.993], [-3.230, -2.947, 1.325], [-2.384, -2.386, 0.361], [-3.124, 1.586, -1.358], [-0.448, 2.025, -3.142], [0.133, -0.685, 2.269], [-2.897, 0.745, 0.522], [1.307, 0.242, 3.820], [0.238, 3.467, -0.213], [-1.310, 3.601, -1.915], [-3.640, -3.080, 3.429], [-4.172, 1.313, -1.242], [-2.181, -1.885, 5.137], [2.456, -1.606, 2.011], [-2.566, -2.574, -0.691], [-2.931, 1.045, -3.428], [4.560, -1.949, 1.333], [6.070, -0.619, -2.467], [-0.692, 0.007, -2.993], [-4.057, -3.571, 1.013], [0.213, 4.008, -2.670], [3.909, 0.479, -2.950], [-2.390, 2.277, 0.445], [-3.110, 2.643, -1.612], [1.347, 2.674, -1.111], [0.549, 1.741, -3.479], [-1.032, 2.302, -4.021], [-0.185, -0.522, 5.645], [-2.769, -0.308, -2.319]],
  "mulliken_charge": [1.6698, 0.0521, -0.4000, -0.5832, 0.0583, -0.3492, -0.6131, -0.5131, -0.7758, 0.9287, -0.6021, 0.3174, -0.7121, -0.6690, -0.3547, -0.2167, -0.4358, -0.6001, 0.4755, -0.1741, -0.6260, -0.6742, 0.7849, -0.6792, -0.4250, -0.6770, -0.5684, -0.1148, 0.2918, 0.6095, 0.2697, 0.2521, 0.4886, 0.4528, 0.4874, 0.4963, 0.5279, 0.4226, 0.5066, 0.4717, 0.3126, 0.4591, 0.4504, 0.4604, 0.2829, 0.3148, 0.3055, 0.3323, 0.4889, 0.4739, 0.3189],
  "charge": 3,
  "s_squared": 6.05,
  "e_homo_ev": [-16.836, -18.138],
  "e_tot_ev": -103872.056,
  "multiplicity": 5
}

***

5.
{
  "formula": "C4H12FNaO2S2Tl",
  "method": "ωB97M-V/def2-TZVPD",
  "symbols": ["Tl", "S", "S", "Na", "F", "O", "O", "C", "C", "C", "C", "H", "H", "H", "H", "H", "H", "H", "H", "H", "H", "H", "H"],
  "xyz": [[-1.306, 0.553, -2.632], [-2.170, 1.934, 2.373], [1.939, -2.978, -1.016], [0.929, 1.492, -0.525], [-0.597, 0.342, -0.415], [-1.598, 2.614, 3.657], [2.817, -2.232, 0.027], [0.176, -2.404, -0.578], [-0.867, 0.624, 2.146], [2.264, -1.876, -2.501], [-1.674, 2.984, 0.904], [-1.615, 2.550, -0.094], [1.514, -1.799, -3.288], [3.134, -2.382, -2.918], [-0.636, -3.042, -0.928], [2.459, -0.888, -2.083], [-0.763, 3.479, 1.239], [-0.416, 0.417, 3.116], [0.083, -2.236, 0.495], [0.020, -1.440, -1.062], [-1.239, -0.386, 1.973], [-0.081, 0.886, 1.438], [-2.372, 3.787, 0.671]],
  "mulliken_charge": [0.7763, 0.7128, 0.6789, 0.9535, -0.5652, -0.2292, -0.2875, -0.2573, -0.5098, -0.7239, -0.6108, 0.0091, 0.3505, 0.3732, 0.4878, 0.2572, 0.3889, 0.5132, 0.2893, -0.2904, 0.2957, -0.0436, 0.4313],
  "charge": 3,
  "e_homo_ev": -19.200,
  "e_tot_ev": -41897.902,
  "de_lowest_ev": 4.009,
  "multiplicity": 1
}

***

6.
{
  "formula": "C5H10NO2",
  "method": "ωB97M-V/def2-TZVPD",
  "symbols": ["O", "O", "N", "C", "C", "C", "C", "C", "H", "H", "H", "H", "H", "H", "H", "H", "H", "H"],
  "xyz": [[1.039, -0.834, 1.005], [1.663, 0.127, -2.061], [-1.071, -0.235, 0.293], [0.425, 1.765, -0.059], [-0.461, 0.669, -0.676], [-0.890, -1.776, 2.097], [-0.217, -0.887, 1.047], [0.273, -0.133, -1.835], [-1.836, -2.186, 1.754], [0.152, 1.907, 0.990], [-0.278, 0.133, -2.746], [0.226, 2.734, -0.521], [-1.299, 1.114, -1.174], [1.477, 1.494, -0.086], [-1.083, -1.152, 2.977], [-0.234, -2.596, 2.402], [0.246, -1.188, -1.591], [1.868, 1.044, -1.816]],
  "mulliken_charge": [-0.7520, -0.5203, -0.8344, -1.6730, 0.5748, -1.0619, 0.6709, -0.6425, 0.3045, 0.3806, 0.2618, 0.3424, 0.4976, 0.3920, 0.1858, 0.3074, 0.2736, 0.2926],
  "charge": -1,
  "e_homo_ev": -3.249,
  "smiles": "C/C([O-])=N/[C@@H](C)CO",
  "e_tot_ev": -10932.634,
  "de_lowest_ev": 1.630,
  "multiplicity": 1
}